Formula: C4H11N3O
Source: OMol25
Level of theory: ωB97M-V/def2-TZVPD

CARTESIAN COORDINATES (ANGSTROEM)
O  -0.569  -1.212  1.176
N  -0.753  -0.056  1.993
N  -0.457  -1.605  -0.823
N  0.380  -0.030  -1.037
C  -1.728  -1.535  -0.869
C  -0.451  1.197  -1.004
C  2.024  0.883  0.600
C  1.434  -0.154  -0.015
H  2.932  0.699  1.159
H  0.226  0.221  2.159
H  1.943  -1.105  -0.086
H  0.828  -0.120  -1.947
H  -0.903  1.277  -0.013
H  1.596  1.874  0.654
H  -2.318  -0.776  -0.359
H  0.176  2.066  -1.196
H  -1.007  -0.449  2.899
H  -1.178  1.150  -1.815
H  -2.174  -2.326  -1.477

For the HOMO-LUMO gap (spin up / spin down), the calculation gives 6.89 / 6.89 eV. The energy relative to the best compared isomer or geometry (same formula, charge and spin) is 914.4 kJ/mol. The largest force on an atom is 2.01 eV/Å. The HOMO energy (spin up / spin down) comes out at -6.71 / -6.70 eV. For the lowest unoccupied orbital energy (spin up / spin down), the calculation gives 0.187 / 0.186 eV.